46
Properties=species:S:1:pos:R:3:mulliken_charge:R:1 method="wB97M-V/def2-TZVPD" homo_lumo_gap_ev="4.076 / 4.219" lumo_ev="-12.3167 / -12.2444" total_charge=+3
Os 1.30135 0.90201 -0.72057 0.9050
N -1.18653 -2.35727 -0.70088 -0.1191
C -2.18818 -2.14568 -1.61929 0.4129
C -2.92853 -3.20739 -2.13415 -0.8359
C -3.96656 -2.94372 -2.99914 -0.5058
C -4.30833 -1.62858 -3.40235 -0.8100
C -3.58282 -0.57455 -2.94930 -0.6227
C -2.49067 -0.83437 -2.05978 1.0429
S -1.45999 0.42197 -1.73632 0.0038
N -0.34613 -0.07728 -0.70112 -0.0294
C -0.40538 -1.39981 -0.00190 0.7360
C 1.79717 -1.49621 0.93532 0.4634
C 2.34281 -2.34997 1.85625 -0.5499
C 3.24883 -1.80265 2.76205 -0.3727
C 3.52402 -0.44498 2.70950 -0.8800
C 2.92179 0.33710 1.74409 0.0373
N 2.07717 -0.19215 0.83394 -0.1476
H -0.83484 -3.30397 -0.61555 0.3334
H -2.70073 -4.22530 -1.84043 0.4410
H -4.55117 -3.77359 -3.37676 0.4459
H -5.13473 -1.47362 -4.08219 0.4465
H -3.79445 0.43902 -3.26934 0.4433
H 2.09524 -3.40309 1.84488 0.5829
H 3.72469 -2.43369 3.50201 0.4981
H 4.21061 0.01786 3.40511 0.4882
H 3.10375 1.39692 1.66962 0.2136
C -1.57955 -2.30921 2.19801 -1.4114
C -0.91159 -1.19590 1.48089 0.3448
N -0.73614 -0.05894 2.03886 0.0938
O 0.90054 -1.92967 -0.02644 -0.5321
H -2.28302 -1.93217 2.94064 0.4781
H -0.80441 -2.87705 2.72877 0.3587
H -2.08858 -2.98355 1.51729 0.3466
H -1.06711 0.12001 2.98554 0.3794
H -0.25912 0.70200 1.54795 0.0700
Br 1.99858 7.31938 -1.06422 -0.0108
C 1.78392 5.51566 -0.78746 0.1500
C 0.61242 4.87903 -1.20968 -1.0347
C 0.48140 3.52909 -0.97125 -0.1856
C 1.50580 2.78501 -0.33645 0.9443
C 2.64999 3.45425 0.14538 -0.2394
C 2.79582 4.79755 -0.12597 -0.8789
H -0.17265 5.44816 -1.68795 0.4467
H -0.44712 3.04113 -1.25187 0.2294
H 3.45733 2.93321 0.64228 0.3777
H 3.69508 5.31499 0.18193 0.4527

=====

45
Properties=species:S:1:pos:R:3:mulliken_charge:R:1 method="wB97M-V/def2-TZVPD" homo_lumo_gap_ev="4.767 / 4.754" lumo_ev="-6.3782 / -6.3825" total_charge=+1
C -3.52861 0.27664 0.51013 -0.3375
C -2.80022 1.49736 0.42727 -0.6234
C -1.91438 1.41561 -0.68421 -0.5299
H -2.92316 2.38728 1.03300 0.4763
C -2.06808 0.08459 -1.26361 -0.1518
C -3.06780 -0.59469 -0.51594 -1.0622
H -3.55442 -1.53459 -0.80361 0.4892
H -4.32361 0.08400 1.22835 0.4691
H -1.33668 2.25602 -1.08174 0.7162
H -1.66695 -0.22125 -2.22779 0.4412
C 1.27928 -0.27022 2.10152 -0.7334
C 0.27021 -0.37278 3.09934 -0.3515
C -0.42764 -1.58442 2.90447 -0.2350
H 0.16226 0.33216 3.93467 0.4451
C 0.14830 -2.25866 1.80020 -0.8988
C 1.21972 -1.47505 1.32531 -0.3082
H 1.94927 -1.78487 0.56316 0.4885
H 2.03185 0.52711 2.03999 0.5988
H -1.22277 -1.97242 3.53648 0.4940
H -0.11420 -3.26132 1.44810 0.4741
Sn -0.69945 0.01125 0.76255 1.2127
O 0.70059 0.29747 -0.51594 -0.0340
C 1.32842 1.34645 -1.17041 -0.7258
C 1.19176 0.59096 -2.52414 -0.1899
H 0.74638 2.25349 -1.12519 0.2374
H 2.34252 1.56783 -0.91838 0.4769
H 0.16853 0.58952 -2.90250 0.3788
H 1.20347 -0.57593 -4.80590 0.3433
C 2.19494 -0.65755 -4.31989 -0.1852
C 2.21956 -0.26318 -2.94911 0.8067
C 3.45262 -0.47863 -2.22290 -0.0810
H 3.48476 -0.28545 -1.14540 0.2905
C 4.57265 -0.90583 -2.92780 -0.8118
H 5.50921 -0.98557 -2.37495 0.3907
C 4.52436 -1.17638 -4.30743 -0.2104
H 5.42645 -1.44314 -4.83048 0.4214
C 3.30911 -1.08929 -5.02089 -0.7648
H 3.25303 -1.32212 -6.09547 0.3975
Cl -2.96752 1.03587 6.29271 -0.1428
C -3.65926 1.53728 4.71909 0.6094
Cl -5.33894 0.98210 4.50245 -0.1245
Cl -3.58829 3.29507 4.55227 -0.1352
C -2.70323 0.86624 3.55516 0.2451
O -2.99471 -0.31827 3.30778 -0.6086
O -1.78935 1.59730 3.08969 -0.6571

=====

49
Properties=species:S:1:pos:R:3:mulliken_charge:R:1 method="wB97M-V/def2-TZVPD" homo_lumo_gap_ev=8.342 lumo_ev=0.3537 smiles="COc1c(F)c(F)c(C(=O)Nc2ccc(N3CCN(C(C)=O)CC3)c(Cl)c2)c(F)c1F"
C -3.19890 -4.08621 1.12842 -0.7732
O -3.74202 -3.21011 0.15764 -0.4154
C -3.55373 -1.88808 0.24687 0.1934
C -4.13066 -1.11949 -0.78082 0.3316
F -4.80369 -1.76143 -1.74411 -0.3203
C -4.01645 0.25956 -0.82346 0.4755
F -4.55818 0.92487 -1.84448 -0.3411
C -3.30118 0.95260 0.15052 -0.2526
C -3.22456 2.46004 0.14424 -0.2232
O -4.21492 3.14999 0.18712 -0.6304
N -1.97362 2.98311 0.13030 -0.0992
C -0.74316 2.31178 0.07067 0.1979
C 0.31518 2.73005 0.86986 -1.1883
C 1.52201 2.06864 0.83421 -0.3608
C 1.74399 0.94566 0.01935 0.4428
N 2.94640 0.28474 0.04742 0.2643
C 3.84350 0.45389 1.17244 -0.7520
C 4.89962 -0.64208 1.13209 -1.3034
N 5.72688 -0.47282 -0.04650 0.2253
C 7.07263 -0.61525 0.06416 0.8699
C 7.87583 -0.31711 -1.18123 -1.2507
O 7.58653 -0.97023 1.10629 -0.6548
C 5.03922 0.03339 -1.21346 -1.1103
C 3.54870 -0.30066 -1.13356 -0.9303
C 0.65220 0.53437 -0.76371 0.1973
Cl 0.68756 -0.91438 -1.72389 -0.2375
C -0.54696 1.22140 -0.76747 -0.3855
C -2.74167 0.20440 1.17584 0.8630
F -2.06726 0.82058 2.15604 -0.4207
C -2.85498 -1.18008 1.23055 0.6858
F -2.26334 -1.81126 2.26545 -0.3170
H -3.60514 -3.88627 2.12205 0.3185
H -2.10904 -4.02485 1.15875 0.3147
H -3.49867 -5.08156 0.80641 0.2574
H -1.93794 3.98205 0.29379 0.2734
H 0.18815 3.57792 1.52522 0.4022
H 2.32249 2.43106 1.45669 0.4074
H 3.26781 0.37654 2.09844 0.6682
H 4.34944 1.43126 1.15550 0.3625
H 5.55588 -0.58787 2.00375 0.4835
H 4.41803 -1.62640 1.12477 0.2422
H 8.92988 -0.41310 -0.93686 0.3297
H 7.63208 -1.02538 -1.97033 0.3239
H 7.67844 0.69094 -1.53821 0.3152
H 5.16527 1.12275 -1.29554 0.2888
H 5.44551 -0.42480 -2.11828 0.5783
H 3.42998 -1.39151 -1.13213 0.2844
H 3.06335 0.09654 -2.02611 0.7308
H -1.33457 0.88506 -1.42201 0.6388

=====

46
Properties=species:S:1:pos:R:3:mulliken_charge:R:1 method="wB97M-V/def2-TZVPD" homo_lumo_gap_ev=7.672 lumo_ev=-0.2800 smiles="O=C(c1ccc2nc3ccc(Cl)cc3c(=O)n2c1)N1CCC2(CC1)OCCO2"
O -3.02425 -0.48521 0.90786 -0.6592
C -2.01978 -0.66361 0.24776 0.1473
C -0.69009 -0.15197 0.72570 0.1675
C -0.14934 1.03860 0.15808 0.1317
C 0.99007 1.56155 0.66943 -1.0314
C 1.66858 0.94493 1.76340 0.5942
N 2.75999 1.48043 2.21878 -0.6728
C 3.39928 0.89541 3.25876 0.1003
C 4.57330 1.48368 3.76154 -0.3530
C 5.24400 0.91142 4.81078 -0.5135
C 4.76354 -0.26905 5.39091 0.3577
Cl 5.63147 -0.96745 6.71100 -0.2175
C 3.61995 -0.87168 4.92538 -1.0286
C 2.92770 -0.29317 3.85565 0.3678
C 1.72302 -0.92231 3.35621 0.5014
O 1.23158 -1.95348 3.76198 -0.6732
N 1.10950 -0.21914 2.28155 0.0924
C -0.05298 -0.72695 1.77295 -0.4408
N -2.01951 -1.32471 -0.92858 0.1542
C -0.86597 -1.53695 -1.77333 -0.5906
C -1.22010 -1.26994 -3.24255 -1.1410
C -2.29838 -0.17917 -3.33891 1.1421
C -3.59474 -0.66190 -2.65480 -0.9911
C -3.28149 -1.67174 -1.54473 -1.0889
O -1.79487 1.00338 -2.73788 -0.1406
C -2.10909 2.08768 -3.58261 -0.4944
C -2.12289 1.43608 -4.96600 -0.5178
O -2.58721 0.13184 -4.69172 -0.4887
H -0.66511 1.49781 -0.67159 0.5767
H 1.43910 2.46261 0.28577 0.5136
H 4.92459 2.39222 3.29978 0.4651
H 6.14451 1.36136 5.19922 0.4258
H 3.23588 -1.78068 5.36170 0.5267
H -0.40829 -1.61800 2.27091 0.5784
H -0.06267 -0.87099 -1.45869 0.3663
H -0.51816 -2.57279 -1.66297 0.3272
H -0.33309 -0.94636 -3.78646 0.4218
H -1.61367 -2.16122 -3.73011 0.2904
H -4.09987 0.20877 -2.23526 0.3440
H -4.23609 -1.10579 -3.41532 0.3642
H -4.05070 -1.64567 -0.77186 0.4680
H -3.20737 -2.68601 -1.94534 0.3792
H -3.09547 2.49991 -3.33151 0.3172
H -1.34306 2.85264 -3.45980 0.3200
H -1.11271 1.39949 -5.39545 0.2827
H -2.80909 1.90611 -5.66966 0.3189

=====

46
Properties=species:S:1:pos:R:3:lowdin_spin:R:1 method="wB97M-V/def2-TZVPD" homo_lumo_gap_ev="7.265 / 7.372" lumo_ev="-3.8662 / -3.7537" total_charge=+1 spin_multiplicity=2
Co -1.31024 0.74610 0.52248 0.9820
C 2.81759 0.87797 1.00755 0.0011
C 1.39422 1.11628 0.64958 0.0128
N 0.40899 0.44206 1.11205 -0.0178
N 0.57722 -0.54532 2.06718 0.0003
C -0.63122 -0.88658 2.46227 -0.0027
O -1.73047 -0.35367 1.98871 -0.0215
C -0.76961 -1.91375 3.51359 -0.0015
C -2.00349 -2.10999 4.12515 0.0002
C -2.13523 -3.06635 5.11977 -0.0001
C -1.03973 -3.83335 5.49277 0.0004
C 0.19160 -3.64345 4.87731 0.0000
C 0.33011 -2.68301 3.89022 0.0000
C 0.94930 2.19566 -0.27767 -0.0010
C 1.81805 2.96590 -1.02133 0.0034
C 1.29454 3.97173 -1.82380 -0.0030
C -0.07344 4.17700 -1.85508 0.0032
C -0.88181 3.34143 -1.10055 -0.0015
N -0.38660 2.37440 -0.33230 0.0087
H 2.86538 0.29265 1.92138 0.0002
H 3.35122 1.81873 1.14339 -0.0002
H 3.31106 0.31876 0.20733 0.0012
H -2.84844 -1.50962 3.81826 -0.0001
H -3.09127 -3.21605 5.60363 0.0000
H -1.14413 -4.58352 6.26616 0.0000
H 1.04287 -4.24468 5.16822 0.0000
H 1.28295 -2.52040 3.40584 0.0001
H 2.88088 2.77389 -0.97830 0.0003
H 1.95624 4.59082 -2.41529 -0.0002
H -0.51630 4.96038 -2.45299 0.0003
H -1.95933 3.45010 -1.10494 -0.0003
N 1.59645 -1.34827 -4.80353 0.0000
C 1.37922 -0.73377 -3.62009 0.0001
O 2.26167 -0.42427 -2.84111 -0.0002
C -0.04952 -0.42412 -3.26251 0.0000
C -1.02202 -0.01442 -4.15648 0.0003
C -2.26199 0.38247 -3.67120 0.0014
C -2.46657 0.38459 -2.30699 0.0062
N -1.52859 -0.01333 -1.43226 0.0241
C -0.35823 -0.43199 -1.91205 0.0023
H 2.54343 -1.60068 -5.03593 0.0000
H 0.84995 -1.77030 -5.32615 0.0000
H -0.81413 0.03023 -5.21929 0.0000
H -3.05037 0.70898 -4.33448 0.0002
H -3.41163 0.70660 -1.88638 0.0012
H 0.38145 -0.75585 -1.19218 0.0002

=====

64
Properties=species:S:1:pos:R:3:mulliken_charge:R:1 method="wB97M-V/def2-TZVPD" homo_lumo_gap_ev="4.137 / 4.300" lumo_ev="-3.1995 / -3.0307"
Pt -0.48909 0.21437 0.07196 2.2052
C 2.22472 0.84959 -1.06650 -1.2676
N 1.29821 1.63068 -0.21435 0.4285
C 1.83933 1.87734 1.10947 -1.2396
C 0.68277 2.07139 2.03130 -0.5481
N -0.04183 0.82059 1.98977 0.1529
C -0.99928 0.54694 2.94077 -1.1676
C -1.36370 -0.80509 3.14650 0.2011
F -0.78761 -1.72773 2.42807 -0.4050
C -2.24225 -1.18934 4.12830 0.4879
F -2.50876 -2.47021 4.32320 -0.2028
C -2.81938 -0.23287 4.93706 0.7180
F -3.64998 -0.59132 5.88221 -0.3369
C -2.49778 1.10414 4.77009 0.0188
F -3.05190 2.01656 5.55758 -0.3371
C -1.60262 1.47940 3.81105 1.2309
F -1.31484 2.77090 3.71081 -0.3570
C 0.81027 2.85719 -0.86389 -1.1415
C -0.65942 2.69689 -1.17569 -0.8810
N -0.76565 1.35803 -1.68698 -0.4342
C -1.85600 0.93326 -2.43470 -0.1466
C -3.05572 1.62576 -2.61583 0.5774
F -3.24160 2.80059 -2.03333 -0.4048
C -4.07302 1.12172 -3.39185 0.2371
F -5.20988 1.79437 -3.52524 -0.3329
C -3.91449 -0.08715 -4.03997 0.9277
F -4.89469 -0.57260 -4.77310 -0.3370
C -2.73649 -0.79109 -3.91190 0.2405
F -2.59370 -1.94969 -4.53882 -0.3580
C -1.73330 -0.28900 -3.12233 0.2038
F -0.61699 -0.97008 -3.00239 -0.3850
H 3.17416 1.38200 -1.19922 0.3538
H 1.76292 0.68476 -2.03496 0.3519
H 2.42177 -0.11318 -0.60433 0.3958
H 2.51600 2.73644 1.12644 0.4614
H 2.39169 0.99343 1.42322 0.3870
H 0.05401 2.91627 1.73455 0.3219
H 1.03929 2.26786 3.04240 0.7331
H 1.36312 3.01253 -1.78856 0.5207
H 0.96899 3.72574 -0.22559 0.4370
H -0.97467 3.43087 -1.91962 0.7903
H -1.28834 2.83525 -0.29080 0.1846
O -5.03404 0.26070 0.20940 -0.6075
P -3.72523 0.28582 1.11242 0.0902
O -4.02158 0.72495 2.48019 -0.7671
O -2.61120 0.99064 0.32757 -0.3894
O -3.25408 -1.29670 1.15235 -0.1307
P -2.69028 -2.16281 -0.08225 0.8983
O -3.63430 -1.67557 -1.31473 -0.4987
O -2.93084 -3.60215 0.14248 -1.0413
O -1.25329 -1.72579 -0.37099 -0.6099
H -4.85938 -0.18104 -0.64079 0.3250
H -4.01355 -2.47203 -1.72560 0.2528
S 0.52748 -3.89677 0.67335 -0.3274
C -0.21746 -4.62212 1.96257 0.2260
N -1.52379 -4.87673 2.07231 0.0276
C -2.02349 -5.51313 3.28419 -0.5889
C -0.82713 -5.83313 4.19998 -0.4744
S 0.66844 -5.19156 3.36925 -0.1702
H -2.16484 -4.44722 1.37735 0.2538
H -2.56204 -6.42248 3.01526 0.4055
H -2.72547 -4.84354 3.78380 0.1778
H -0.69601 -6.90230 4.34799 0.3709
H -0.91720 -5.34904 5.16973 0.2930